No. 1
The following is a DFT calculation (ωB97M-V/def2-TZVPD) of a structure of composition C35H39BCl2InN5O12P in a non-equilibrium geometry.

Output
- Electronic energy: -4010.196788 a.u.
- Net charge: -1

Cartesian coordinates (Å):
C: -2.8228 3.9579 -0.7613
C: -1.8301 4.0355 -1.9601
C: -1.4794 2.6499 -2.5682
C: -2.7682 1.9782 -3.1045
In: -0.2565 1.3573 -1.2077
Cl: 1.5184 2.8536 -0.2558
B: -1.3791 0.4138 0.5265
C: -0.7107 0.4968 2.0046
O: -2.6116 -0.2690 0.4441
P: 1.0202 -0.4201 -2.5656
O: 2.6654 -0.1832 -2.1061
Cl: 0.4189 -2.2954 -1.7752
H: -3.3619 3.0070 -0.7313
H: -2.2519 4.1205 0.1596
H: -3.5706 4.7584 -0.8168
H: -2.3029 4.6185 -2.7691
H: -0.9191 4.5373 -1.6173
H: -0.8539 2.8653 -3.4534
H: -3.3225 2.7394 -3.6891
H: -2.5787 1.1488 -3.7967
H: -3.4490 1.6527 -2.3104
H: -0.8768 -0.4804 2.4962
H: -1.2760 1.2610 2.5599
H: 0.3471 0.7336 1.8931
H: -2.7432 -0.6840 1.2934
H: 2.7549 0.7686 -2.0061
C: 5.1143 -1.6475 0.3654
C: 5.5342 -1.0024 -0.7907
C: 6.8384 -0.5404 -0.8928
C: 7.7109 -0.7369 0.1693
C: 7.3008 -1.3740 1.3314
C: 5.9943 -1.8292 1.4259
N: 9.0922 -0.2739 0.0587
O: 9.4205 0.2958 -0.9585
O: 9.8395 -0.4875 0.9896
H: 4.0964 -2.0088 0.4387
H: 4.8417 -0.8623 -1.6102
H: 7.1605 -0.0382 -1.7931
H: 7.9820 -1.5199 2.1571
H: 5.6618 -2.3287 2.3259
C: -3.4127 -5.2798 -1.3381
C: -4.7661 -5.5618 -1.1949
C: -5.6797 -4.5289 -1.0546
C: -5.2246 -3.2174 -1.0648
C: -3.8749 -2.9199 -1.2009
C: -2.9671 -3.9632 -1.3378
N: -6.1942 -2.1301 -0.9412
O: -7.3642 -2.4289 -0.8038
O: -5.7825 -0.9965 -0.9863
H: -2.7063 -6.0856 -1.4513
H: -5.1088 -6.5882 -1.1964
H: -6.7308 -4.7527 -0.9435
H: -3.5233 -1.8955 -1.2020
H: -1.9123 -3.7497 -1.4493
C: 3.7774 7.2212 3.2502
C: 3.0514 6.0791 2.9375
C: 1.7688 6.1899 2.4214
C: 1.2287 7.4519 2.2210
C: 1.9410 8.6001 2.5358
C: 3.2217 8.4799 3.0534
N: -0.1143 7.5799 1.6567
O: -0.7232 6.5667 1.4132
O: -0.5420 8.6998 1.4676
H: 4.7808 7.1305 3.6473
H: 3.4849 5.1004 3.0916
H: 1.2116 5.2944 2.1789
H: 1.5137 9.5803 2.3815
H: 3.7887 9.3676 3.3003
C: -2.8514 -5.1990 -7.8880
C: -2.4197 -6.5117 -8.0395
C: -2.1887 -7.3003 -6.9228
C: -2.3988 -6.7609 -5.6625
C: -2.8230 -5.4507 -5.4970
C: -3.0487 -4.6682 -6.6193
N: -2.1793 -7.5897 -4.4808
O: -1.7886 -8.7239 -4.6433
O: -2.4054 -7.0879 -3.4028
H: -3.0349 -4.5875 -8.7623
H: -2.2653 -6.9207 -9.0288
H: -1.8525 -8.3197 -7.0443
H: -2.9797 -5.0344 -4.5109
H: -3.3809 -3.6456 -6.5046
C: 0.0142 0.2491 8.3872
C: 0.6554 -0.7788 7.7071
C: 1.0882 -0.5859 6.4032
C: 0.8754 0.6421 5.7962
C: 0.2308 1.6735 6.4610
C: -0.2013 1.4718 7.7638
N: 1.3496 0.8580 4.4305
O: 1.8910 -0.0676 3.8702
O: 1.1768 1.9518 3.9445
H: -0.3182 0.0969 9.4065
H: 0.8203 -1.7306 8.1940
H: 1.5858 -1.3875 5.8772
H: 0.0635 2.6264 5.9800
H: -0.7037 2.2694 8.2942

Atoms 1-3, force components in eV/Å:
C 0.474 0.397 -0.288
C -0.459 -0.727 0.096
C 0.173 0.139 -0.273



No. 2
The following is a DFT calculation (ωB97M-V/def2-TZVPD) of a structure of composition C35H39BrF6N2O2SbSe2SiSn.

Output
- Spin multiplicity: 2
- Electronic energy: -10337.515433 a.u.
- ΔE to the lowest compared entry with this formula, charge and spin: 1.085 eV
- Expectation value of S²: 0.787
- Net charge: -2

Cartesian coordinates (Å):
Sn: 0.7174 -0.7563 1.2932
C: 0.2646 -6.1108 2.2816
Se: 1.4202 -4.6379 1.7320
C: 1.5794 -5.1764 -0.1472
C: 2.9967 -4.9462 -0.6442
Se: 3.5417 -3.0624 -0.4792
C: 2.7162 -2.5280 -2.1623
H: -0.7177 -6.0231 1.8211
H: 0.1639 -6.0363 3.3627
H: 0.7178 -7.0672 2.0251
H: 0.8658 -4.5880 -0.7257
H: 1.3005 -6.2321 -0.1967
H: 3.0885 -5.2435 -1.6911
H: 3.7071 -5.5222 -0.0498
H: 2.8635 -3.3228 -2.8927
H: 3.2286 -1.6283 -2.4927
H: 1.6591 -2.3157 -2.0279
C: -2.1236 -3.2748 2.8666
C: -2.5003 -1.8244 2.7659
C: -3.7357 -1.3471 3.1744
C: -3.9928 0.0176 3.0126
C: -3.0421 0.8536 2.4859
C: -1.7767 0.3157 2.1332
N: -1.5714 -1.0150 2.2683
N: -0.7232 0.9822 1.6392
Si: -0.4356 2.6743 1.7764
C: -0.7599 3.2859 3.5220
C: -1.5418 3.6792 0.6227
C: 1.3508 2.9929 1.3549
H: -2.9983 -3.9191 2.7679
H: -1.6525 -3.4705 3.8327
H: -1.3973 -3.5111 2.0891
H: -4.4711 -2.0155 3.6022
H: -4.9626 0.4178 3.2904
H: -3.2443 1.9017 2.3132
H: -1.8138 3.1957 3.7961
H: -0.4725 4.3368 3.6185
H: -0.1751 2.7073 4.2417
H: -2.5604 3.7412 1.0169
H: -1.6010 3.2187 -0.3668
H: -1.1674 4.7005 0.5072
H: 1.9934 2.3000 1.9057
H: 1.6452 4.0103 1.6242
H: 1.5335 2.8436 0.2918
F: 1.6791 -0.3204 4.2474
Sb: 2.4392 0.1070 5.9305
F: 0.7060 0.3885 6.6499
F: 2.5108 1.9347 5.4320
F: 3.1853 0.5422 7.6245
F: 4.1836 -0.1657 5.2538
F: 2.3424 -1.7152 6.4409
Br: 1.7109 4.7077 -3.8949
C: 2.9502 3.6232 -2.9317
C: 4.2951 3.9479 -2.9777
C: 5.1947 3.1526 -2.2780
C: 4.7479 2.0526 -1.5611
C: 3.3938 1.7459 -1.5241
C: 2.4825 2.5413 -2.2101
C: 2.9085 0.5358 -0.7314
O: 3.7582 -0.2677 -0.3363
O: 1.6468 0.4579 -0.6010
H: 4.6325 4.8030 -3.5474
H: 6.2494 3.3989 -2.2986
H: 5.4240 1.4074 -1.0160
H: 1.4304 2.2954 -2.1653
C: -0.4848 -1.5992 -0.4631
C: -1.0881 -1.0006 -1.3598
C: -1.7641 -0.2466 -2.3111
C: -3.0387 0.3619 -1.9232
C: -3.4813 1.5761 -2.4695
C: -4.6567 2.1661 -2.0352
C: -5.4231 1.5632 -1.0455
C: -4.9870 0.3705 -0.4811
C: -3.8101 -0.2184 -0.9067
C: -1.1172 0.0174 -3.5970
C: -1.8410 0.2862 -4.7666
C: -1.1901 0.5211 -5.9676
C: 0.1973 0.4975 -6.0324
C: 0.9277 0.2220 -4.8814
C: 0.2829 -0.0222 -3.6820
H: -2.8708 2.0790 -3.2080
H: -4.9635 3.1157 -2.4573
H: -6.3368 2.0320 -0.7009
H: -5.5558 -0.0959 0.3137
H: -3.4534 -1.1293 -0.4414
H: -2.9232 0.2924 -4.7323
H: -1.7707 0.7248 -6.8600
H: 0.7042 0.7059 -6.9665
H: 2.0108 0.2117 -4.9154
H: 0.8452 -0.2046 -2.7741

Atoms 1-3, force components in eV/Å:
Sn 0.202 -0.064 -0.187
C 0.038 0.076 -0.025
Se 0.032 -0.049 -0.011



No. 3
The following is a DFT calculation (ωB97M-V/def2-TZVPD) of a structure of composition C35H39N7O3Tl.

Output
- Electronic energy: -2138.420497 a.u.
- Net charge: +1

Cartesian coordinates (Å):
Tl: 0.3459 1.2185 -0.9031
O: -0.5343 -0.3107 -2.1667
C: -0.9296 -0.1892 -3.3996
C: -0.8158 -1.3290 -4.2308
C: -1.1587 -1.3017 -5.5577
C: -1.6942 -0.1413 -6.1247
C: -1.8529 0.9718 -5.3437
C: -1.4600 1.0014 -3.9856
C: -1.5528 2.2528 -3.3161
N: -1.0094 2.5669 -2.1888
C: -1.1553 3.8862 -1.6216
C: -1.3043 3.7710 -0.0960
N: -0.2317 2.9646 0.4380
C: 0.2025 3.1543 1.6377
C: 1.2181 2.4248 2.3078
C: 1.4209 2.7461 3.6704
C: 2.3157 2.0699 4.4521
C: 3.0378 1.0122 3.8909
C: 2.9003 0.6976 2.5638
C: 2.0215 1.4047 1.7116
O: 2.0446 1.1065 0.4446
H: -0.3971 -2.2171 -3.7820
H: -0.9931 -2.1742 -6.1736
H: -1.9538 -0.1241 -7.1720
H: -2.2363 1.8800 -5.7864
H: -2.1203 3.0205 -3.8545
H: -2.0182 4.4191 -2.0380
H: -0.2538 4.4744 -1.8329
H: -2.2630 3.2817 0.1143
H: -1.3182 4.7714 0.3537
H: -0.2579 3.9524 2.2316
H: 0.8335 3.5466 4.0972
H: 2.4570 2.3361 5.4885
H: 3.7076 0.4358 4.5114
H: 3.4755 -0.1046 2.1278
C: 0.0247 -4.4807 6.3117
C: -1.1165 -4.1093 5.4155
C: -1.9923 -5.0671 4.9199
C: -3.0699 -4.7082 4.1333
C: -3.3008 -3.3707 3.8225
N: -4.4497 -3.0562 3.0724
C: -4.8321 -1.9197 2.4334
O: -5.9907 -1.6607 2.2094
N: -3.8338 -1.0188 2.0247
C: -2.6032 -1.2845 1.4750
C: -2.1438 -2.5754 1.1899
C: -0.8688 -2.7293 0.6864
C: -0.1069 -1.6109 0.3953
N: -0.5732 -0.3775 0.5790
C: -1.7676 -0.2166 1.1295
C: -2.4306 -2.4047 4.3141
C: -1.3508 -2.7787 5.0905
H: -0.0823 -5.5010 6.6724
H: 0.0611 -3.8079 7.1680
H: 0.9756 -4.4006 5.7825
H: -1.8402 -6.1061 5.1697
H: -3.7519 -5.4672 3.7793
H: -5.2275 -3.6900 3.2125
H: -4.2267 -0.1077 1.8209
H: -2.7869 -3.4292 1.3248
H: -0.4850 -3.7146 0.4825
H: 0.8839 -1.6930 -0.0223
H: -2.0924 0.8032 1.2907
H: -2.6161 -1.3581 4.1350
H: -0.6934 -2.0145 5.4774
C: 2.9656 0.0687 -2.3480
C: 4.2076 0.1205 -3.2671
N: 4.1998 1.3445 -4.0448
C: 2.9973 1.4011 -4.8497
C: 1.7495 1.3700 -3.9378
N: 2.1619 1.2940 -2.5285
C: 2.9959 2.4709 -2.2244
C: 4.2357 2.4820 -3.1472
H: 3.2504 0.0159 -1.2979
H: 2.3301 -0.7862 -2.5872
H: 4.2275 -0.7248 -3.9578
H: 5.1269 0.1039 -2.6797
H: 2.9910 0.5503 -5.5346
H: 3.0140 2.3168 -5.4427
H: 1.1393 0.5000 -4.1685
H: 1.1365 2.2616 -4.0775
H: 3.2801 2.4155 -1.1743
H: 2.3857 3.3632 -2.3787
H: 5.1556 2.4245 -2.5644
H: 4.2705 3.3913 -3.7493

Atoms 1-3, force components in eV/Å:
Tl 0.278 -0.078 -0.302
O 0.058 -0.005 0.211
C -0.235 -0.016 -0.502



net charge of number 3 (C35H39N7O3Tl)?
+1



The lowest electronic energy belongs to which entry?
C35H39BrF6N2O2SbSe2SiSn



What did the third record say?
The following is a DFT calculation (ωB97M-V/def2-TZVPD) of a structure of composition C35H39N7O3Tl.

Output
- Electronic energy: -2138.420497 a.u.
- Net charge: +1

Cartesian coordinates (Å):
Tl: 0.3459 1.2185 -0.9031
O: -0.5343 -0.3107 -2.1667
C: -0.9296 -0.1892 -3.3996
C: -0.8158 -1.3290 -4.2308
C: -1.1587 -1.3017 -5.5577
C: -1.6942 -0.1413 -6.1247
C: -1.8529 0.9718 -5.3437
C: -1.4600 1.0014 -3.9856
C: -1.5528 2.2528 -3.3161
N: -1.0094 2.5669 -2.1888
C: -1.1553 3.8862 -1.6216
C: -1.3043 3.7710 -0.0960
N: -0.2317 2.9646 0.4380
C: 0.2025 3.1543 1.6377
C: 1.2181 2.4248 2.3078
C: 1.4209 2.7461 3.6704
C: 2.3157 2.0699 4.4521
C: 3.0378 1.0122 3.8909
C: 2.9003 0.6976 2.5638
C: 2.0215 1.4047 1.7116
O: 2.0446 1.1065 0.4446
H: -0.3971 -2.2171 -3.7820
H: -0.9931 -2.1742 -6.1736
H: -1.9538 -0.1241 -7.1720
H: -2.2363 1.8800 -5.7864
H: -2.1203 3.0205 -3.8545
H: -2.0182 4.4191 -2.0380
H: -0.2538 4.4744 -1.8329
H: -2.2630 3.2817 0.1143
H: -1.3182 4.7714 0.3537
H: -0.2579 3.9524 2.2316
H: 0.8335 3.5466 4.0972
H: 2.4570 2.3361 5.4885
H: 3.7076 0.4358 4.5114
H: 3.4755 -0.1046 2.1278
C: 0.0247 -4.4807 6.3117
C: -1.1165 -4.1093 5.4155
C: -1.9923 -5.0671 4.9199
C: -3.0699 -4.7082 4.1333
C: -3.3008 -3.3707 3.8225
N: -4.4497 -3.0562 3.0724
C: -4.8321 -1.9197 2.4334
O: -5.9907 -1.6607 2.2094
N: -3.8338 -1.0188 2.0247
C: -2.6032 -1.2845 1.4750
C: -2.1438 -2.5754 1.1899
C: -0.8688 -2.7293 0.6864
C: -0.1069 -1.6109 0.3953
N: -0.5732 -0.3775 0.5790
C: -1.7676 -0.2166 1.1295
C: -2.4306 -2.4047 4.3141
C: -1.3508 -2.7787 5.0905
H: -0.0823 -5.5010 6.6724
H: 0.0611 -3.8079 7.1680
H: 0.9756 -4.4006 5.7825
H: -1.8402 -6.1061 5.1697
H: -3.7519 -5.4672 3.7793
H: -5.2275 -3.6900 3.2125
H: -4.2267 -0.1077 1.8209
H: -2.7869 -3.4292 1.3248
H: -0.4850 -3.7146 0.4825
H: 0.8839 -1.6930 -0.0223
H: -2.0924 0.8032 1.2907
H: -2.6161 -1.3581 4.1350
H: -0.6934 -2.0145 5.4774
C: 2.9656 0.0687 -2.3480
C: 4.2076 0.1205 -3.2671
N: 4.1998 1.3445 -4.0448
C: 2.9973 1.4011 -4.8497
C: 1.7495 1.3700 -3.9378
N: 2.1619 1.2940 -2.5285
C: 2.9959 2.4709 -2.2244
C: 4.2357 2.4820 -3.1472
H: 3.2504 0.0159 -1.2979
H: 2.3301 -0.7862 -2.5872
H: 4.2275 -0.7248 -3.9578
H: 5.1269 0.1039 -2.6797
H: 2.9910 0.5503 -5.5346
H: 3.0140 2.3168 -5.4427
H: 1.1393 0.5000 -4.1685
H: 1.1365 2.2616 -4.0775
H: 3.2801 2.4155 -1.1743
H: 2.3857 3.3632 -2.3787
H: 5.1556 2.4245 -2.5644
H: 4.2705 3.3913 -3.7493

Atoms 1-3, force components in eV/Å:
Tl 0.278 -0.078 -0.302
O 0.058 -0.005 0.211
C -0.235 -0.016 -0.502



What is the formula in the second record?
C35H39BrF6N2O2SbSe2SiSn